{"formula": "C21H29N3O", "method": "ωB97M-V/def2-TZVPD", "elements": ["C", "C", "N", "C", "C", "C", "C", "C", "C", "C", "C", "O", "C", "N", "C", "C", "N", "C", "C", "C", "C", "C", "C", "C", "C", "H", "H", "H", "H", "H", "H", "H", "H", "H", "H", "H", "H", "H", "H", "H", "H", "H", "H", "H", "H", "H", "H", "H", "H", "H", "H", "H", "H", "H"], "coordinates": [[-4.45, -3.29, 0.16], [-4.49, -1.81, 0.14], [-5.57, -1.12, 0.58], [-5.36, 0.23, 0.45], [-6.20, 1.28, 0.77], [-5.73, 2.56, 0.54], [-4.46, 2.77, 0.02], [-3.62, 1.72, -0.30], [-4.07, 0.41, -0.09], [-3.52, -0.91, -0.29], [-2.27, -1.35, -0.88], [-2.00, -2.54, -1.00], [-1.30, -0.31, -1.41], [-0.80, 0.56, -0.35], [0.16, 1.54, -0.81], [1.56, 0.97, -1.11], [2.07, 0.33, 0.09], [3.46, -0.17, 0.03], [4.37, 0.63, -0.91], [5.79, 0.06, -0.88], [6.37, 0.11, 0.53], [5.46, -0.66, 1.48], [4.05, -0.10, 1.44], [1.16, -0.73, 0.49], [-0.22, -0.15, 0.78], [-3.63, -3.63, 0.79], [-4.25, -3.66, -0.84], [-5.39, -3.70, 0.53], [-6.41, -1.55, 0.94], [-7.18, 1.10, 1.18], [-6.36, 3.41, 0.78], [-4.12, 3.78, -0.14], [-2.63, 1.90, -0.66], [-0.50, -0.86, -1.93], [-1.82, 0.32, -2.14], [-0.23, 2.03, -1.71], [0.26, 2.29, -0.02], [2.20, 1.80, -1.38], [1.50, 0.27, -1.97], [3.46, -1.22, -0.31], [4.00, 0.58, -1.94], [4.39, 1.67, -0.60], [6.42, 0.64, -1.57], [5.77, -0.97, -1.23], [7.37, -0.31, 0.53], [6.44, 1.15, 0.85], [5.86, -0.59, 2.50], [5.45, -1.71, 1.19], [3.42, -0.65, 2.14], [4.05, 0.95, 1.76], [1.54, -1.21, 1.39], [1.08, -1.51, -0.29], [-0.91, -0.94, 1.09], [-0.14, 0.57, 1.60]], "multiplicity": 1, "charge": 0, "orbital_gap_ev": 8.791, "smiles": "Cc1[nH]c2ccccc2c1C(=O)CN1CCN(C2CCCCC2)CC1", "de_lowest_kj_mol": 86.34, "lumo_ev": 0.80}



{"formula": "C34H77ClFN4O3", "method": "ωB97M-V/def2-TZVPD", "elements": ["C", "C", "C", "C", "C", "C", "C", "C", "C", "C", "C", "C", "C", "C", "N", "C", "C", "C", "C", "C", "F", "C", "Cl", "C", "C", "H", "H", "H", "H", "H", "H", "H", "H", "H", "H", "H", "H", "H", "H", "H", "H", "H", "H", "H", "H", "H", "H", "H", "H", "H", "H", "H", "H", "H", "H", "H", "H", "H", "H", "H", "H", "H", "H", "H", "H", "H", "H", "H", "H", "C", "C", "C", "O", "C", "N", "H", "H", "H", "H", "H", "H", "H", "H", "H", "H", "H", "C", "C", "C", "O", "C", "N", "H", "H", "H", "H", "H", "H", "H", "H", "H", "H", "H", "C", "C", "C", "O", "C", "N", "H", "H", "H", "H", "H", "H", "H", "H", "H", "H", "H"], "coordinates": [[4.72, -1.57, 2.32], [6.05, -0.89, 1.98], [5.98, 0.19, 0.89], [6.10, -0.30, -0.55], [5.20, -1.47, -0.96], [3.72, -1.07, -1.05], [2.71, -2.22, -0.86], [1.74, -2.43, -2.04], [0.33, -2.89, -1.62], [-0.70, -1.75, -1.69], [-0.21, -0.48, -0.99], [-1.33, 0.48, -0.56], [-0.89, 1.66, 0.31], [0.25, 2.42, -0.39], [1.52, 2.08, 0.38], [1.15, 1.20, 1.56], [-0.37, 1.34, 1.74], [-0.93, -0.01, 2.27], [-0.64, -0.35, 3.72], [-1.26, -1.65, 4.17], [0.78, -0.44, 3.84], [-0.65, 2.47, 2.76], [-2.43, 2.58, 3.02], [-0.09, 3.88, 2.52], [1.32, 4.10, 3.12], [4.46, -2.37, 1.63], [3.90, -0.84, 2.31], [4.74, -2.00, 3.32], [6.79, -1.64, 1.70], [6.42, -0.42, 2.90], [6.80, 0.89, 1.06], [5.06, 0.78, 1.03], [7.15, -0.58, -0.74], [5.90, 0.54, -1.23], [5.32, -2.31, -0.27], [5.53, -1.83, -1.94], [3.53, -0.29, -0.31], [3.56, -0.61, -2.03], [2.13, -2.04, 0.05], [3.25, -3.15, -0.67], [2.18, -3.16, -2.72], [1.67, -1.51, -2.61], [-0.01, -3.70, -2.26], [0.36, -3.29, -0.60], [-1.64, -2.07, -1.23], [-0.93, -1.52, -2.73], [0.46, 0.05, -1.67], [0.40, -0.78, -0.13], [-2.14, -0.07, -0.09], [-1.75, 0.90, -1.48], [-1.75, 2.33, 0.39], [0.14, 3.49, -0.36], [0.39, 2.12, -1.42], [1.96, 2.94, 0.71], [2.20, 1.62, -0.21], [1.76, 1.49, 2.41], [1.43, 0.18, 1.30], [-2.01, -0.04, 2.12], [-0.50, -0.82, 1.69], [-0.94, 0.45, 4.40], [-0.90, -2.48, 3.57], [-2.34, -1.58, 4.10], [-1.01, -1.82, 5.22], [-0.26, 2.14, 3.72], [-0.78, 4.58, 2.96], [-0.10, 4.13, 1.46], [1.70, 3.21, 3.62], [1.30, 4.89, 3.86], [2.06, 4.39, 2.37], [-5.88, -0.07, -4.67], [-5.43, 0.58, -3.37], [-4.05, 1.25, -3.44], [-2.96, 0.34, -3.44], [-2.63, -0.21, -4.70], [-5.54, -0.39, -2.28], [-5.37, -1.02, -4.83], [-6.95, -0.28, -4.63], [-5.68, 0.57, -5.53], [-6.14, 1.39, -3.14], [-3.92, 1.86, -2.54], [-3.99, 1.91, -4.31], [-2.80, 0.50, -5.51], [-3.20, -1.12, -4.91], [-1.57, -0.47, -4.68], [-5.39, 0.07, -1.38], [-4.80, -1.07, -2.37], [-0.72, -0.76, 7.95], [-0.74, -2.09, 8.69], [-2.08, -2.40, 9.37], [-2.33, -1.66, 10.54], [-2.91, -0.38, 10.36], [0.39, -2.14, 9.60], [-0.62, 0.08, 8.64], [0.15, -0.72, 7.28], [-1.62, -0.61, 7.35], [-0.59, -2.89, 7.95], [-2.07, -3.45, 9.68], [-2.91, -2.27, 8.66], [-3.62, -0.39, 9.53], [-2.16, 0.39, 10.17], [-3.44, -0.13, 11.27], [0.48, -3.07, 10.00], [0.20, -1.53, 10.39], [0.69, 1.37, -9.88], [0.18, 0.07, -9.28], [-1.29, 0.12, -8.84], [-1.52, 0.85, -7.64], [-1.65, 2.25, -7.79], [1.07, -0.36, -8.20], [0.90, 2.11, -9.10], [1.63, 1.19, -10.40], [-0.02, 1.80, -10.58], [0.22, -0.70, -10.06], [-1.62, -0.90, -8.62], [-1.93, 0.52, -9.64], [-2.16, 2.50, -8.73], [-0.69, 2.76, -7.77], [-2.26, 2.61, -6.97], [0.83, -1.29, -7.90], [0.92, 0.24, -7.40]], "multiplicity": 1, "charge": 1, "orbital_gap_ev": 8.025, "lumo_ev": -2.64}



{"formula": "C14H20ClN3O3", "method": "ωB97M-V/def2-TZVPD", "elements": ["C", "C", "C", "C", "C", "O", "C", "N", "N", "C", "C", "N", "C", "C", "O", "C", "C", "C", "Cl", "C", "O", "H", "H", "H", "H", "H", "H", "H", "H", "H", "H", "H", "H", "H", "H", "H", "H", "H", "H", "H", "H"], "coordinates": [[-4.64, -1.06, 0.76], [-4.58, 0.27, -0.01], [-5.35, 0.14, -1.32], [-5.18, 1.40, 0.83], [-3.12, 0.55, -0.33], [-2.65, 0.47, -1.43], [-2.22, 0.93, 0.86], [-0.85, 0.63, 0.54], [-0.06, 1.64, 0.26], [1.15, 1.42, -0.13], [1.71, 0.11, -0.30], [2.99, -0.07, -0.76], [3.92, -0.89, -0.01], [4.53, -0.04, 1.13], [4.21, 1.33, 0.98], [4.53, 1.80, -0.31], [3.70, 1.03, -1.38], [0.85, -0.93, -0.01], [1.25, -2.59, -0.22], [-0.51, -0.72, 0.42], [-1.33, -1.58, 0.67], [-4.00, -1.80, 0.28], [-5.66, -1.43, 0.77], [-4.31, -0.94, 1.79], [-6.40, -0.07, -1.13], [-4.93, -0.66, -1.92], [-5.28, 1.06, -1.90], [-4.69, 1.49, 1.80], [-6.23, 1.20, 1.01], [-5.09, 2.35, 0.31], [-2.30, 2.00, 1.04], [-2.51, 0.37, 1.75], [1.73, 2.31, -0.30], [3.42, -1.76, 0.39], [4.70, -1.22, -0.70], [5.62, -0.17, 1.16], [4.11, -0.32, 2.10], [5.60, 1.69, -0.50], [4.28, 2.87, -0.30], [3.00, 1.68, -1.90], [4.37, 0.60, -2.13]], "multiplicity": 1, "charge": 0, "orbital_gap_ev": 8.954, "smiles": "CC(C)(C)C(=O)Cn1ncc(N2CCOCC2)c(Cl)c1=O", "de_lowest_kj_mol": 138.41, "lumo_ev": 0.47}



{"formula": "C3H3LiO3", "method": "ωB97M-V/def2-TZVPD", "elements": ["H", "O", "C", "C", "O", "C", "O", "Li", "H", "H"], "coordinates": [[-3.05, -3.17, 0.41], [0.53, 1.22, 0.71], [1.48, 1.70, 0.23], [2.52, 2.10, -0.46], [-1.87, -1.58, 0.83], [-2.35, -2.41, -0.01], [-2.14, -2.42, -1.23], [-0.99, -0.03, 0.95], [3.51, 1.72, -0.21], [2.38, 2.87, -1.22]], "multiplicity": 1, "charge": 0, "orbital_gap_ev": 7.992, "de_lowest_kj_mol": 0.00, "lumo_ev": -0.41}



{"formula": "C4H6OS", "method": "ωB97M-V/def2-TZVPD", "elements": ["C", "C", "C", "C", "O", "S", "H", "H", "H", "H", "H", "H"], "coordinates": [[0.92, 0.86, -0.49], [0.95, -0.45, -0.54], [-0.41, 1.20, 0.04], [-0.26, -0.98, 0.05], [-1.12, 0.04, 0.28], [-1.11, -2.39, -0.77], [1.74, 1.50, -0.54], [1.61, -1.25, -1.03], [-0.27, 1.66, 1.05], [-1.02, 2.01, -0.37], [0.20, -1.60, 1.35], [-0.01, -3.02, -1.07]], "multiplicity": 1, "charge": 0, "orbital_gap_ev": 9.398, "de_lowest_kj_mol": 327.34, "lumo_ev": 0.79}



{"formula": "C44H60N5O2P2PdSi3", "method": "ωB97M-V/def2-TZVPD", "elements": ["Pd", "C", "Si", "C", "C", "C", "Si", "C", "C", "C", "Si", "C", "C", "C", "C", "C", "C", "C", "N", "H", "H", "H", "H", "H", "H", "H", "H", "H", "H", "H", "H", "H", "H", "H", "H", "H", "H", "H", "H", "H", "H", "H", "H", "H", "H", "H", "H", "O", "P", "C", "P", "O", "C", "C", "C", "C", "C", "C", "C", "C", "C", "C", "C", "C", "C", "C", "C", "C", "C", "C", "C", "C", "C", "C", "C", "C", "H", "H", "H", "H", "H", "H", "H", "H", "H", "H", "H", "H", "H", "H", "H", "H", "H", "H", "H", "H", "H", "H", "C", "C", "C", "C", "N", "C", "N", "N", "N", "H", "H", "H", "H", "H", "H", "H", "H", "H", "H"], "coordinates": [[-0.70, -0.57, -0.18], [-3.24, 1.28, -3.40], [-2.40, -1.84, -1.67], [-4.02, -1.85, -2.58], [-1.13, -2.55, -2.83], [-2.51, -1.76, 0.08], [-2.26, -3.27, 1.15], [-1.29, -4.61, 0.24], [-3.96, -4.02, 1.46], [-1.39, -2.95, 2.78], [-3.68, -0.53, 0.88], [-3.61, -0.58, 2.75], [-5.49, -0.58, 0.37], [-3.04, 1.22, 0.46], [-3.79, 2.38, 0.63], [-3.21, 3.61, 0.42], [-1.88, 3.67, 0.04], [-1.19, 2.48, -0.12], [-1.76, 1.30, 0.08], [-4.06, 0.89, -4.00], [-3.10, 2.34, -3.60], [-3.46, 1.14, -2.34], [-3.97, -1.51, -3.61], [-4.84, -1.37, -2.07], [-4.24, -2.93, -2.61], [-1.44, -2.18, -3.81], [-1.16, -3.64, -2.86], [-0.10, -2.24, -2.66], [-1.68, -4.84, -0.75], [-1.40, -5.52, 0.84], [-0.23, -4.40, 0.16], [-4.47, -4.22, 0.52], [-4.61, -3.38, 2.06], [-3.86, -4.97, 2.00], [-1.01, -1.93, 2.85], [-0.54, -3.64, 2.90], [-2.05, -3.11, 3.63], [-3.89, -1.53, 3.20], [-4.32, 0.18, 3.10], [-2.62, -0.30, 3.09], [-5.87, -1.61, 0.36], [-5.68, -0.15, -0.60], [-6.09, -0.03, 1.10], [-4.83, 2.31, 0.93], [-3.78, 4.52, 0.55], [-1.38, 4.61, -0.14], [-0.14, 2.45, -0.42], [-0.46, 0.46, 2.63], [0.92, 0.32, 3.15], [1.89, -0.84, 2.14], [2.36, -0.27, 0.50], [1.30, 0.54, -0.21], [2.71, -1.78, -0.40], [1.65, -2.64, -0.68], [1.87, -3.81, -1.38], [3.15, -4.14, -1.80], [4.21, -3.29, -1.53], [3.99, -2.11, -0.84], [3.86, 0.68, 0.69], [3.90, 1.93, 0.09], [5.04, 2.72, 0.20], [6.14, 2.25, 0.90], [6.10, 1.00, 1.50], [4.97, 0.21, 1.40], [0.98, -0.35, 4.82], [-0.12, -0.08, 5.63], [-0.16, -0.54, 6.93], [0.89, -1.28, 7.44], [1.99, -1.57, 6.65], [2.04, -1.10, 5.34], [1.81, 1.88, 3.14], [1.20, 2.96, 2.50], [1.87, 4.18, 2.42], [3.13, 4.31, 2.96], [3.74, 3.24, 3.60], [3.08, 2.03, 3.69], [1.26, -1.73, 2.05], [2.81, -1.15, 2.64], [0.62, -2.36, -0.39], [1.04, -4.47, -1.60], [3.32, -5.06, -2.34], [5.21, -3.53, -1.87], [4.82, -1.44, -0.64], [3.03, 2.30, -0.44], [5.06, 3.70, -0.25], [7.03, 2.86, 0.99], [6.96, 0.63, 2.05], [4.96, -0.76, 1.87], [-0.95, 0.49, 5.22], [-1.03, -0.33, 7.55], [0.85, -1.65, 8.46], [2.81, -2.15, 7.04], [2.90, -1.34, 4.74], [0.21, 2.83, 2.09], [1.39, 5.02, 1.94], [3.65, 5.26, 2.90], [4.73, 3.35, 4.03], [3.56, 1.20, 4.21], [-1.08, 2.65, -7.44], [0.30, 2.42, -6.83], [0.67, 3.51, -5.83], [0.45, 1.03, -6.20], [-0.33, 0.82, -5.00], [0.04, 1.01, -3.72], [-0.95, 0.86, -2.90], [-2.03, 0.53, -3.72], [-1.68, 0.59, -5.06], [-1.12, 3.63, -7.91], [-1.85, 2.60, -6.68], [-1.31, 1.90, -8.19], [1.04, 2.43, -7.64], [-0.05, 3.55, -5.01], [0.65, 4.49, -6.32], [1.66, 3.37, -5.41], [1.49, 0.85, -5.92], [0.17, 0.24, -6.91], [1.06, 1.21, -3.43]], "multiplicity": 3, "charge": 1, "orbital_gap_ev": [6.694, 8.391], "de_lowest_kj_mol": 178.21, "lumo_ev": [-1.83, -2.27]}



{"formula": "C5H12O2", "method": "ωB97M-V/def2-TZVPD", "elements": ["C", "C", "C", "O", "C", "C", "O", "H", "H", "H", "H", "H", "H", "H", "H", "H", "H", "H", "H"], "coordinates": [[2.53, -1.18, 0.50], [1.74, 0.04, 0.89], [0.48, 0.36, 0.60], [-0.01, 1.54, 1.09], [-0.42, -0.42, -0.35], [-1.93, -0.38, -0.12], [-2.39, 0.95, 0.10], [3.44, -0.90, -0.05], [2.86, -1.72, 1.40], [1.97, -1.88, -0.12], [2.27, 0.78, 1.50], [-0.95, 1.60, 0.85], [-0.13, -1.48, -0.33], [-0.22, -0.08, -1.37], [-2.22, -1.02, 0.73], [-2.43, -0.78, -1.02], [-3.21, 0.92, 0.61], [-0.48, 1.83, -2.76], [-0.91, 1.85, -2.16]], "multiplicity": 1, "charge": 0, "orbital_gap_ev": 8.563, "smiles": "C/C=C(/O)CCO.[H][H]", "de_lowest_kj_mol": 214.41, "lumo_ev": 0.60}



{"formula": "C14H26BF6N4O9S2", "method": "ωB97M-V/def2-TZVPD", "elements": ["C", "C", "O", "C", "C", "C", "C", "O", "C", "C", "C", "B", "O", "O", "C", "O", "N", "C", "N", "C", "N", "H", "H", "H", "H", "H", "H", "H", "H", "H", "H", "H", "H", "H", "H", "H", "H", "H", "H", "H", "H", "H", "H", "H", "H", "H", "H", "C", "F", "F", "F", "S", "O", "O", "N", "S", "O", "O", "C", "F", "F", "F"], "coordinates": [[-2.45, -0.69, -1.65], [-2.19, 0.48, -2.60], [-1.10, 0.29, -3.50], [0.16, 0.08, -2.90], [0.66, 1.27, -2.07], [1.96, 1.05, -1.24], [3.12, 1.72, -1.96], [3.48, 1.03, -3.15], [3.23, 1.69, -4.37], [2.21, -0.42, -0.80], [3.67, -0.85, -0.50], [3.92, -1.92, 0.64], [3.10, -2.96, 0.98], [5.10, -1.82, 1.35], [1.17, -0.54, 0.32], [0.59, -1.54, 0.65], [0.87, 0.74, 0.86], [1.75, 1.70, 0.18], [3.00, 1.62, 0.96], [1.20, 3.13, 0.21], [0.88, 3.64, 1.55], [-1.80, -1.54, -1.86], [-2.33, -0.41, -0.60], [-3.48, -1.04, -1.76], [-3.05, 0.64, -3.24], [-2.07, 1.42, -2.03], [0.86, -0.09, -3.73], [0.16, -0.85, -2.31], [0.86, 2.08, -2.78], [-0.15, 1.59, -1.42], [4.01, 1.76, -1.32], [2.84, 2.76, -2.19], [3.18, 2.78, -4.24], [4.05, 1.47, -5.06], [2.30, 1.34, -4.83], [1.86, -1.15, -1.54], [4.03, -1.31, -1.43], [4.31, -0.01, -0.26], [2.35, -3.09, 0.39], [5.41, -2.70, 1.58], [-0.13, 0.90, 0.77], [3.58, 2.44, 0.83], [2.74, 1.57, 1.94], [0.30, 3.22, -0.40], [1.95, 3.78, -0.24], [1.72, 3.93, 2.02], [0.46, 2.91, 2.11], [-2.08, -1.40, 3.37], [-1.04, -0.82, 2.76], [-1.76, -2.66, 3.67], [-2.30, -0.75, 4.51], [-3.53, -1.31, 2.24], [-3.15, -2.09, 1.09], [-3.73, 0.10, 2.03], [-4.57, -2.00, 3.20], [-6.07, -2.21, 2.77], [-6.28, -3.19, 1.74], [-6.86, -1.00, 2.71], [-6.61, -3.03, 4.33], [-6.45, -2.24, 5.39], [-5.94, -4.17, 4.54], [-7.91, -3.33, 4.23]], "multiplicity": 1, "charge": -1, "orbital_gap_ev": 8.442, "lumo_ev": 2.04}



These records have total energy values of -28766.1282 -63843.2231 -37976.7516 -9507.2551 -17124.7372 -103835.6010 -9472.9134 -77983.3118 eV, in the order they appear.